{"formula": "C6H25NO7", "method": "ωB97M-V with the def2-TZVPD basis set", "species": ["C", "N", "C", "C", "C", "C", "C", "H", "H", "H", "H", "H", "H", "H", "H", "H", "H", "H", "H", "H", "O", "H", "H", "O", "H", "H", "O", "H", "H", "O", "H", "H", "O", "H", "H", "O", "H", "H", "O"], "xyz": [[-2.264, -0.014, 2.221], [-1.080, 0.788, 2.090], [0.025, -0.016, 1.671], [0.905, -0.239, 2.592], [0.380, -0.629, -2.111], [0.288, 0.026, -0.800], [-0.122, -0.552, 0.401], [-3.296, 0.531, 2.335], [-2.154, -0.461, 3.294], [-2.787, -0.650, 1.459], [-1.150, 1.336, 2.901], [1.731, -1.009, 2.499], [0.906, 0.378, 3.528], [0.219, -1.724, -1.998], [-0.295, -0.235, -2.721], [1.392, -0.450, -2.508], [0.843, 1.074, -0.715], [-0.577, -1.604, 0.234], [2.694, -3.389, -0.388], [1.521, -2.558, -1.124], [1.788, -3.413, -0.738], [3.801, 1.808, 1.467], [2.624, 1.252, 2.126], [2.889, 2.084, 1.567], [-0.966, 1.972, -1.119], [-1.407, 1.187, 0.227], [-1.572, 1.956, -0.521], [1.715, 1.346, -3.124], [2.027, 2.754, -2.682], [2.360, 1.732, -2.525], [0.997, 3.820, -0.150], [-0.440, 4.250, -0.420], [0.442, 4.006, -0.754], [-2.206, -1.585, -2.687], [-3.533, -1.150, -2.110], [-3.001, -1.871, -2.221], [-1.395, -3.535, -0.274], [-0.232, -3.809, 0.430], [-1.070, -3.408, 0.648]], "lumo_ha": 0.0122, "spin_multiplicity": 1, "charge": 0, "smiles": "C=C(/C=C/C)NC.O.O.O.O.O.O.O", "total_energy_ev": -22444.193, "homo_lumo_gap_ev": 8.9051, "homo_energy_ev": -8.573, "de_lowest_ev": 7.8115}